1.
Molecular formula: C37H43CrNO2P
Method: DFT, ωB97M-V/def2-TZVPD

The calculation puts the total energy at -82356.6146 eV. As for the spin multiplicity: 5. The expectation value of S² is 6.048. The net charge is -1. As for the orbital gap (spin up / spin down): 4.3 / 5.4 eV. The HOMO energy (spin up / spin down) is -0.0615 / -0.1019 Eh.

Each line ends with the Löwdin charge.
Positions of all 85 atoms, in Å:
O -1.523 1.570 -4.175  -0.15
C -0.199 2.258 -4.204  -0.14
C -0.817 3.390 -5.007  -0.07
H 0.530 1.583 -4.661  0.10
H 0.200 2.641 -3.252  0.11
C -2.195 2.773 -4.594  -0.56
H -0.545 3.296 -6.051  0.11
H -0.705 4.351 -4.515  0.10
C -3.207 2.283 -5.620  -0.01
H -2.647 1.620 -6.287  0.07
H -3.714 3.116 -6.123  0.08
H -3.933 1.617 -5.117  0.09
C -2.749 3.564 -3.416  -0.02
H -1.926 3.720 -2.718  0.09
H -3.571 3.093 -2.893  0.08
H -3.149 4.517 -3.772  0.09
Cr 0.210 -0.444 0.111  0.55
C 1.919 2.105 0.850  -0.19
C 2.537 0.876 0.529  -0.20
C 2.011 0.404 -0.703  -0.27
H 3.400 0.455 1.052  0.09
C 0.948 1.327 -1.077  -0.24
C 0.835 2.304 -0.045  -0.15
H 0.175 3.169 -0.056  0.08
H 2.311 2.828 1.594  0.08
H 2.410 -0.361 -1.366  0.08
H 0.374 1.267 -1.997  0.05
C -2.185 -0.335 0.771  -0.17
C -2.264 0.727 -0.141  -0.15
C -1.750 0.293 -1.387  -0.17
H -2.733 1.700 0.032  0.09
C -1.380 -1.100 -1.265  -0.22
C -1.703 -1.510 0.097  -0.24
H -1.676 -2.517 0.488  0.08
H -2.529 -0.272 1.810  0.08
H -1.777 0.830 -2.320  0.07
H -1.181 -1.757 -2.107  0.08
O 0.466 -0.874 -4.705  -0.13
C -0.253 -0.462 -5.915  -0.19
C 0.149 -1.294 -7.156  -0.17
H -0.057 0.600 -6.139  0.09
H -1.331 -0.611 -5.694  0.12
C 1.188 -2.273 -6.632  -0.17
H 0.524 -0.698 -7.997  0.11
H -0.768 -1.810 -7.446  0.10
C 1.136 -2.106 -5.097  -0.18
H 2.190 -2.047 -7.018  0.10
H 0.927 -3.288 -6.933  0.10
H 2.165 -2.142 -4.730  0.11
H 0.569 -2.934 -4.649  0.12
N 0.355 -0.587 1.774  -0.34
P 0.647 -0.702 3.382  0.82
C 2.323 -0.241 3.793  -0.27
C 3.231 -1.254 4.168  -0.08
C 4.478 -0.927 4.687  -0.10
C 4.880 0.407 4.786  -0.10
C 4.006 1.408 4.342  -0.09
C 2.736 1.100 3.856  -0.11
C -0.686 0.086 4.297  -0.26
C -1.921 -0.575 4.483  -0.09
C -2.899 -0.013 5.304  -0.09
C -2.673 1.219 5.940  -0.10
C -1.438 1.861 5.781  -0.10
C -0.441 1.297 4.977  -0.07
C 0.464 -2.438 3.732  -0.33
C 0.392 -3.451 2.769  -0.06
C 0.115 -4.761 3.183  -0.09
C -0.003 -5.060 4.553  -0.10
C 0.171 -4.048 5.519  -0.10
C 0.391 -2.737 5.108  -0.11
H 2.925 -2.298 4.121  0.10
H 5.129 -1.709 5.063  0.09
H 5.869 0.665 5.190  0.10
H 4.308 2.455 4.410  0.10
H 2.071 1.905 3.559  0.08
H -2.073 -1.571 4.049  0.12
H -3.814 -0.582 5.497  0.10
H -3.454 1.645 6.586  0.10
H -1.255 2.779 6.349  0.10
H 0.541 1.764 4.950  0.08
H 0.533 -3.201 1.711  0.10
H -0.005 -5.543 2.419  0.10
H -0.227 -6.092 4.856  0.09
H 0.124 -4.298 6.588  0.10
H 0.494 -1.950 5.861  0.12

=====

2.
Molecular formula: C37H43F3N4O5SScSe
Method: DFT, ωB97M-V/def2-TZVPD

The calculation puts the total energy at -160307.0424 eV. The net charge is -1. As for the orbital gap: 6.9 eV. The HOMO energy is -0.1849 Eh.

Each line ends with the Löwdin charge.
Positions of all 95 atoms, in Å:
Sc -0.442 0.024 -0.212  0.89
C 0.996 0.830 2.666  -0.19
C 2.244 0.847 1.778  -0.19
N 1.944 0.579 0.362  -0.16
C 2.970 -0.188 -0.337  -0.28
C 3.071 -1.627 0.172  -0.44
S 1.487 -2.430 0.525  0.93
C 1.370 -2.230 2.326  -0.43
C 0.113 -1.490 2.746  -0.26
N -0.006 -0.132 2.184  -0.11
H 0.539 1.818 2.639  0.05
H 1.278 0.610 3.705  0.13
H 2.966 0.104 2.121  0.10
H 2.722 1.828 1.882  0.12
H 1.827 1.497 -0.075  0.00
H 3.964 0.282 -0.255  0.12
H 2.689 -0.207 -1.389  0.08
H 3.686 -1.706 1.069  0.07
H 3.566 -2.232 -0.589  0.07
H 2.278 -1.754 2.693  0.06
H 1.330 -3.221 2.783  0.08
H 0.079 -1.447 3.846  0.13
H -0.756 -2.051 2.403  0.10
H -0.924 0.203 2.479  0.11
O -7.247 2.342 -0.805  -0.05
C -6.899 1.211 -0.424  -0.71
O -7.558 0.172 -0.274  -0.04
C -5.382 1.055 -0.176  -0.08
C -4.505 2.113 -0.388  0.01
C -3.147 1.934 -0.223  -0.14
N -2.619 0.753 0.129  0.04
C -3.465 -0.260 0.367  -0.17
C -4.836 -0.155 0.243  0.07
C -2.778 -1.555 0.710  -0.55
O -3.331 -2.451 1.310  0.09
O -1.525 -1.578 0.310  -0.19
H -4.920 3.065 -0.688  0.11
H -2.431 2.734 -0.367  0.05
H -5.480 -1.001 0.431  0.13
O -0.750 1.476 -1.768  -0.20
C -1.223 1.865 -2.848  -0.42
C -2.050 0.928 -3.683  -0.07
C -1.953 1.144 -5.191  -0.18
C -2.879 2.247 -5.698  -0.20
C -2.874 3.488 -4.806  -0.18
C -1.480 3.891 -4.343  -0.16
N -1.010 3.143 -3.181  0.12
H -3.083 1.019 -3.330  0.14
H -1.707 -0.070 -3.403  0.11
H -2.187 0.206 -5.695  0.11
H -0.915 1.364 -5.454  0.12
H -3.899 1.863 -5.764  0.11
H -2.584 2.524 -6.714  0.11
H -3.499 3.336 -3.923  0.12
H -3.318 4.327 -5.347  0.11
H -1.480 4.936 -4.030  0.12
H -0.763 3.804 -5.167  0.12
H -0.474 3.639 -2.471  0.10
C 0.796 6.516 5.631  -0.06
C 0.662 5.724 4.359  -0.29
C -0.397 4.855 4.154  -0.03
C -0.541 4.129 2.975  -0.31
C -1.743 3.243 2.822  -0.08
C 0.408 4.260 1.948  -0.53
Se 0.230 3.285 0.310  0.78
C 1.502 5.124 2.158  -0.31
C 2.584 5.322 1.130  -0.10
C 1.600 5.841 3.344  -0.04
H 0.029 6.234 6.353  0.07
H 0.698 7.587 5.444  0.08
H 1.769 6.357 6.100  0.07
H -1.144 4.735 4.930  0.11
H -2.270 3.139 3.771  0.08
H -1.476 2.252 2.450  0.03
H -2.440 3.649 2.087  0.08
H 2.653 4.472 0.456  0.02
H 3.547 5.479 1.620  0.07
H 2.382 6.200 0.512  0.08
H 2.450 6.502 3.481  0.11
F 0.840 -4.361 -8.768  0.13
C 1.297 -3.114 -8.554  -0.59
F 2.571 -3.091 -8.982  0.13
F 0.602 -2.316 -9.393  0.13
C 1.158 -2.691 -7.121  -0.14
C 2.161 -1.960 -6.501  -0.02
C 2.002 -1.537 -5.193  -0.02
C 0.839 -1.835 -4.480  -0.25
C -0.162 -2.578 -5.117  -0.02
C -0.004 -3.001 -6.422  -0.01
C 0.661 -1.370 -3.137  -0.12
C 0.463 -0.929 -2.015  -0.08
H 3.068 -1.723 -7.039  0.12
H 2.782 -0.966 -4.707  0.11
H -1.060 -2.824 -4.569  0.12
H -0.783 -3.580 -6.900  0.12

=====

3.
Molecular formula: C37H43LaO3Si
Method: DFT, ωB97M-V/def2-TZVPD

The calculation puts the total energy at -53948.1308 eV. As for the orbital gap: 7.5 eV. The HOMO energy is -0.2758 Eh.

Each line ends with the Löwdin charge.
Positions of all 85 atoms, in Å:
O -1.083 -1.428 -1.852  -0.29
C -1.848 -0.604 -2.838  -0.14
C -2.471 -1.796 -3.525  -0.07
H -1.173 -0.040 -3.486  0.12
H -2.564 0.042 -2.325  0.11
C -1.574 -2.653 -2.611  -0.50
H -2.312 -1.822 -4.605  0.10
H -3.545 -1.886 -3.340  0.12
C -0.424 -3.289 -3.355  -0.01
H 0.201 -2.537 -3.843  0.10
H -0.769 -3.983 -4.130  0.10
H 0.176 -3.862 -2.648  0.07
C -2.303 -3.611 -1.700  -0.01
H -3.202 -3.159 -1.275  0.08
H -1.635 -3.914 -0.892  0.08
H -2.604 -4.510 -2.250  0.10
La -0.019 -0.204 0.167  2.04
C -1.462 -0.931 2.382  -0.21
C -1.644 0.448 2.038  -0.29
C -2.491 0.498 0.885  -0.27
H -1.271 1.318 2.601  0.08
C -2.854 -0.845 0.546  -0.21
C -2.222 -1.722 1.472  -0.17
H -2.411 -2.793 1.569  0.10
H -0.918 -1.292 3.252  0.10
H -2.814 1.427 0.391  0.10
H -3.637 -1.127 -0.162  0.10
C 1.877 -1.464 1.481  -0.24
C 1.071 -2.619 1.300  -0.18
C 1.050 -2.943 -0.081  -0.19
H 0.628 -3.214 2.113  0.11
C 1.839 -1.978 -0.770  -0.24
C 2.378 -1.077 0.196  -0.30
H 2.990 -0.183 -0.025  0.08
H 2.121 -0.978 2.449  0.08
H 0.675 -3.879 -0.512  0.09
H 2.103 -1.985 -1.840  0.10
O -2.556 -0.860 -7.055  -0.16
C -3.201 -2.094 -7.412  -0.22
C -3.626 -2.024 -8.880  -0.16
H -4.099 -2.232 -6.785  0.12
H -2.531 -2.937 -7.205  0.11
C -3.816 -0.484 -9.076  -0.16
H -4.523 -2.594 -9.096  0.11
H -2.805 -2.359 -9.539  0.11
C -2.741 0.072 -8.131  -0.21
H -4.826 -0.211 -8.713  0.11
H -3.705 -0.171 -10.111  0.11
H -3.005 1.057 -7.734  0.12
H -1.806 0.189 -8.705  0.12
O 1.068 1.428 1.243  -0.54
Si 1.723 1.881 2.669  0.47
C 1.689 3.735 2.747  -0.22
C 2.857 4.429 3.071  -0.08
C 2.815 5.812 3.234  -0.09
C 1.612 6.497 3.033  -0.10
C 0.459 5.805 2.649  -0.09
C 0.500 4.422 2.478  -0.11
C 0.777 1.226 4.163  -0.24
C 1.148 0.035 4.799  -0.11
C 0.440 -0.428 5.909  -0.08
C -0.651 0.297 6.396  -0.09
C -1.018 1.492 5.775  -0.08
C -0.290 1.964 4.683  -0.10
C 3.484 1.323 3.015  -0.25
C 4.389 0.911 2.039  -0.09
C 5.664 0.485 2.402  -0.08
C 6.067 0.510 3.739  -0.09
C 5.186 0.974 4.720  -0.08
C 3.908 1.393 4.351  -0.11
H 3.795 3.884 3.208  0.10
H 3.722 6.344 3.525  0.10
H 1.576 7.583 3.171  0.10
H -0.479 6.336 2.488  0.10
H -0.391 3.883 2.148  0.10
H 2.014 -0.535 4.449  0.10
H 0.745 -1.358 6.393  0.10
H -1.213 -0.069 7.261  0.10
H -1.876 2.062 6.134  0.10
H -0.581 2.909 4.215  0.09
H 4.105 0.931 0.990  0.08
H 6.356 0.131 1.639  0.10
H 7.070 0.172 4.028  0.10
H 5.479 1.015 5.772  0.10
H 3.233 1.765 5.127  0.11

=====

4.
Molecular formula: C37H43N4OS
Method: DFT, ωB97M-V/def2-TZVPD

The calculation puts the total energy at -57905.6250 eV. The net charge is +1. As for the orbital gap: 5.3 eV. The HOMO energy is -0.3613 Eh.

Each line ends with the Löwdin charge.
Positions of all 86 atoms, in Å:
C -2.010 5.352 2.732  0.01
N -1.955 4.212 1.851  -0.01
C -2.325 4.333 0.540  -0.39
O -2.754 5.347 -0.008  0.08
C -2.072 2.997 -0.134  -0.15
C -1.071 3.153 -1.277  -0.07
C 0.239 3.699 -0.761  -0.23
C 0.439 5.080 -0.643  -0.03
C 1.653 5.578 -0.169  -0.06
C 2.671 4.692 0.199  -0.08
C 2.479 3.312 0.076  -0.08
C 1.266 2.821 -0.407  -0.06
N -1.584 2.166 0.961  0.07
C -1.303 0.863 0.777  0.01
C -0.819 0.001 1.759  -0.05
C -0.517 -1.343 1.530  0.05
C -0.028 -2.240 2.539  -0.20
C 0.183 -3.620 2.257  -0.02
C 0.663 -4.494 3.227  -0.05
C 0.961 -4.025 4.517  -0.04
C 0.765 -2.671 4.822  -0.06
C 0.274 -1.794 3.859  -0.01
C -1.475 2.898 2.244  -0.34
C -0.027 2.984 2.795  -0.09
C -0.170 3.043 4.314  -0.16
C -1.623 2.663 4.680  -0.16
C -2.365 2.332 3.389  -0.08
H -2.400 6.195 2.152  0.11
H -2.677 5.167 3.582  0.10
H -1.014 5.622 3.109  0.10
H -3.041 2.610 -0.501  0.18
H -0.934 2.184 -1.772  0.12
H -1.527 3.861 -1.981  0.14
H -0.368 5.759 -0.933  0.12
H 1.794 6.658 -0.090  0.11
H 3.619 5.079 0.575  0.11
H 3.266 2.606 0.351  0.11
H 1.102 1.745 -0.521  0.11
H -1.496 0.482 -0.228  0.15
H -0.674 0.415 2.758  0.09
H -0.657 -1.744 0.520  0.11
H -0.045 -3.980 1.253  0.11
H 0.809 -5.548 2.984  0.12
H 1.343 -4.706 5.279  0.12
H 0.995 -2.292 5.820  0.11
H 0.129 -0.744 4.119  0.10
H 0.533 2.100 2.474  0.11
H 0.476 3.865 2.369  0.12
H 0.541 2.361 4.800  0.11
H 0.059 4.055 4.673  0.11
H -1.635 1.815 5.377  0.11
H -2.108 3.505 5.190  0.11
H -3.361 2.792 3.336  0.13
H -2.477 1.252 3.257  0.11
C -3.128 -2.779 -1.701  -0.08
C -2.376 -2.298 -2.937  -0.42
C -3.297 -2.242 -4.152  -0.07
C -1.137 -3.172 -3.179  -0.34
C -0.407 -2.838 -4.460  -0.14
C 0.921 -3.550 -4.586  -0.11
N 1.675 -3.391 -3.335  -0.04
C 3.070 -3.482 -3.235  -0.23
C 3.498 -3.359 -1.908  -0.48
C 4.857 -3.399 -1.603  -0.08
C 5.780 -3.537 -2.647  -0.08
C 5.346 -3.627 -3.979  -0.07
C 3.978 -3.602 -4.287  -0.01
S 2.158 -3.160 -0.817  1.07
C 1.000 -3.223 -2.150  -0.59
N -0.265 -3.057 -1.989  0.06
H -3.537 -3.786 -1.864  0.09
H -2.466 -2.806 -0.832  0.05
H -3.961 -2.105 -1.480  0.08
H -2.011 -1.273 -2.749  0.13
H -3.652 -3.246 -4.420  0.09
H -4.173 -1.622 -3.937  0.08
H -2.797 -1.805 -5.022  0.07
H -1.507 -4.217 -3.258  0.16
H -1.037 -3.108 -5.314  0.12
H -0.248 -1.750 -4.503  0.14
H 0.753 -4.619 -4.800  0.14
H 1.516 -3.122 -5.394  0.12
H 5.156 -3.323 -0.562  0.11
H 6.846 -3.572 -2.422  0.11
H 6.077 -3.718 -4.784  0.11
H 3.615 -3.664 -5.315  0.11

=====

5.
Molecular formula: C37H43NO2PRu
Method: DFT, ωB97M-V/def2-TZVPD

The calculation puts the total energy at -56514.0539 eV. As for the spin multiplicity: 6. The expectation value of S² is 8.790. As for the orbital gap (spin up / spin down): 5.2 / 5.8 eV. The HOMO energy (spin up / spin down) is -0.1747 / -0.2279 Eh.

Each line ends with the Löwdin charge.
Positions of all 85 atoms, in Å:
O 0.066 -1.829 -3.542  -0.08
C -1.238 -2.442 -3.343  -0.16
C -0.680 -3.879 -3.432  -0.06
H -1.849 -2.147 -4.196  0.07
H -1.737 -2.219 -2.388  0.09
C 0.676 -3.172 -3.569  -0.55
H -0.993 -4.412 -4.346  0.10
H -0.784 -4.439 -2.502  0.11
C 1.500 -3.438 -4.833  -0.02
H 1.073 -3.058 -5.768  0.07
H 1.702 -4.525 -4.939  0.09
H 2.474 -2.933 -4.690  0.09
C 1.595 -3.341 -2.373  -0.03
H 1.074 -3.394 -1.415  0.08
H 2.301 -2.511 -2.343  0.07
H 2.185 -4.253 -2.500  0.09
Ru -0.628 1.042 0.575  1.34
C -0.999 -0.613 2.258  -0.20
C -2.131 0.048 1.622  -0.34
C -2.259 -0.523 0.287  -0.21
H -2.858 0.699 2.094  0.09
C -1.290 -1.583 0.195  -0.16
C -0.549 -1.648 1.393  -0.14
H 0.206 -2.391 1.638  0.10
H -0.664 -0.426 3.274  0.07
H -3.056 -0.283 -0.429  0.10
H -1.214 -2.281 -0.632  0.06
C 1.580 1.563 0.775  -0.23
C 2.047 0.280 0.353  -0.13
C 1.646 0.086 -0.976  -0.15
H 2.624 -0.397 0.967  0.10
C 0.787 1.153 -1.364  -0.18
C 0.886 2.178 -0.347  -0.32
H 0.610 3.218 -0.457  0.08
H 1.839 2.059 1.698  0.06
H 2.026 -0.657 -1.656  0.07
H 0.246 1.228 -2.302  0.09
O -2.199 -1.081 -5.669  -0.19
C -1.792 -2.170 -6.589  -0.16
C -2.666 -2.126 -7.849  -0.16
H -1.927 -3.136 -6.058  0.11
H -0.711 -2.076 -6.836  0.12
C -3.749 -1.055 -7.572  -0.15
H -3.082 -3.115 -8.050  0.11
H -2.052 -1.827 -8.700  0.10
C -3.288 -0.331 -6.284  -0.17
H -4.714 -1.551 -7.411  0.10
H -3.835 -0.375 -8.425  0.10
H -4.104 -0.272 -5.547  0.11
H -2.967 0.706 -6.510  0.12
N -0.740 2.307 1.917  -0.38
P -0.585 3.154 3.305  0.84
C -2.010 2.730 4.319  -0.27
C -3.071 3.639 4.534  -0.07
C -4.222 3.235 5.224  -0.08
C -4.313 1.944 5.761  -0.08
C -3.242 1.056 5.599  -0.07
C -2.109 1.441 4.877  -0.11
C 1.001 2.861 4.146  -0.27
C 2.121 3.667 3.836  -0.09
C 3.369 3.413 4.416  -0.08
C 3.526 2.382 5.349  -0.08
C 2.409 1.627 5.721  -0.08
C 1.152 1.902 5.171  -0.07
C -0.620 4.879 2.850  -0.32
C -0.729 5.216 1.490  -0.07
C -0.720 6.557 1.085  -0.07
C -0.647 7.588 2.033  -0.08
C -0.552 7.260 3.396  -0.08
C -0.528 5.918 3.804  -0.09
H -2.993 4.667 4.170  0.10
H -5.056 3.930 5.362  0.10
H -5.203 1.628 6.315  0.11
H -3.276 0.056 6.039  0.11
H -1.295 0.724 4.765  0.07
H 2.017 4.510 3.149  0.11
H 4.226 4.031 4.150  0.11
H 4.498 2.192 5.813  0.11
H 2.511 0.832 6.464  0.11
H 0.286 1.377 5.569  0.08
H -0.826 4.431 0.737  0.08
H -0.776 6.797 0.017  0.11
H -0.668 8.637 1.709  0.11
H -0.498 8.066 4.140  0.11
H -0.441 5.690 4.868  0.12